(A)
# C4H11NS

A cluster of 2 separate species, C4H11NS in total (the ωB97M-V functional and the def2-TZVPD basis, OMol25).

Last column: Löwdin charge in e.
Cartesian coordinates (Å):
C -2.01 1.17 0.25  -0.10
N -3.01 0.71 -0.38  -0.09
C -2.72 0.12 -1.69  -0.15
H -2.14 1.53 1.26  0.06
H -1.01 1.25 -0.20  0.07
H -3.67 -0.13 -2.15  0.06
H -2.07 -0.74 -1.53  0.07
H -2.23 0.86 -2.33  0.08
C 1.68 -1.85 0.62  -0.42
S 3.00 -0.77 -0.01  0.72
C 2.56 0.76 0.83  -0.46
H 2.03 -2.40 1.50  0.03
H 1.40 -2.53 -0.18  0.02
H 0.83 -1.24 0.91  0.02
H 3.36 1.49 0.75  0.03
H 1.65 1.20 0.44  0.01
H 2.36 0.56 1.89  0.04

The calculation puts the molar mass at 105.2 g mol⁻¹. The value obtained for the HOMO-LUMO gap is 9.42 eV. Its SMILES is C=NC.CSC.



(B)
# C4H11NS

The molecule C4H11NS (the ωB97M-V functional and the def2-TZVPD basis, OMol25).

Last column: Löwdin charge in e.
Cartesian coordinates (Å):
C 2.00 0.14 0.73  -0.11
C 1.14 0.84 -0.32  -0.29
N 0.40 -0.06 -1.22  -0.08
C -0.82 -0.67 -0.71  -0.32
C -1.48 0.15 0.38  -0.57
S -3.06 -0.63 0.92  0.69
H 1.55 -0.66 1.32  0.07
H 2.25 0.84 1.53  0.06
H 2.96 -0.21 0.35  0.07
H 0.46 1.49 0.19  0.08
H 1.86 1.38 -0.91  0.10
H 1.07 -0.78 -1.47  0.10
H -1.47 -0.83 -1.54  0.09
H -0.66 -1.67 -0.29  0.11
H -1.76 1.13 0.05  0.06
H -0.90 0.27 1.29  0.06
H -3.56 -0.73 -0.31  -0.15

The calculation puts the molar mass at 105.2 g mol⁻¹. The value obtained for the HOMO-LUMO gap is 9.73 eV. Its SMILES is CCNCCS.



(C)
# C4H11NS

A cluster of 2 separate species, C4H11NS in total (the ωB97M-V functional and the def2-TZVPD basis, OMol25).

Last column: Löwdin charge in e.
Cartesian coordinates (Å):
C -1.18 0.41 1.15  -0.31
N -1.92 1.65 1.06  0.07
C -1.03 2.59 0.40  -0.15
C 2.88 -2.03 -1.38  -0.64
S 1.40 -1.79 -0.53  0.55
C -1.39 -0.81 0.15  -0.13
H -1.55 -0.02 2.11  0.13
H -0.09 0.56 1.28  0.09
H -0.70 2.44 -0.64  0.11
H -1.47 3.56 0.64  0.08
H 0.03 2.56 0.65  0.08
H 2.92 -2.91 -1.92  0.00
H 3.09 -1.19 -2.05  0.03
H 3.64 -1.88 -0.71  -0.02
H -0.88 -0.65 -0.81  0.01
H -2.48 -0.73 0.02  0.08
H -1.27 -1.76 0.57  0.03

The calculation puts the molar mass at 105.2 g mol⁻¹. The value obtained for the HOMO-LUMO gap is 3.19 eV.



(D)
# C4H11NS

The molecule C4H11NS (the ωB97M-V functional and the def2-TZVPD basis, OMol25).

Last column: Löwdin charge in e.
Cartesian coordinates (Å):
C 2.59 -0.26 1.58  -0.08
C 1.11 -0.67 1.78  -0.25
N 0.22 -0.22 0.64  -0.13
C -1.16 -0.60 0.42  -0.35
C -1.77 0.14 -0.68  -0.49
S -0.52 0.72 -1.95  0.66
H 3.13 -0.76 2.45  0.08
H 2.86 0.79 1.70  0.07
H 2.78 -0.91 0.76  0.05
H 0.88 -1.73 1.92  0.11
H 0.57 -0.18 2.60  0.09
H 0.36 0.74 0.52  0.05
H -1.32 -1.56 0.25  0.06
H -1.69 -0.62 1.34  0.10
H -2.29 1.06 -0.36  0.08
H -2.39 -0.53 -1.28  0.06
H -0.67 2.10 -1.75  -0.12

The calculation puts the molar mass at 105.2 g mol⁻¹. The value obtained for the HOMO-LUMO gap is 8.80 eV. Its SMILES is CCNCCS.



(B) is the most stable structure; the next one sits 0.654 eV above it.



(A)
# C4H11NS

The molecule C4H11NS (the ωB97M-V functional and the def2-TZVPD basis, OMol25).

Last column: Löwdin charge in e.
Cartesian coordinates (Å):
C 0.89 -2.29 0.21  -0.10
C -0.16 -1.23 0.60  -0.29
N 0.45 0.05 0.94  -0.09
C 0.27 1.31 0.26  -0.30
C -0.88 1.28 -0.73  -0.61
S -1.52 2.87 -1.29  0.70
H 1.23 -2.19 -0.82  0.07
H 1.77 -2.19 0.87  0.07
H 0.54 -3.28 0.46  0.06
H -0.74 -1.57 1.44  0.10
H -0.79 -1.09 -0.27  0.09
H 0.67 0.04 1.92  0.11
H 1.14 1.62 -0.33  0.11
H 0.13 2.07 1.00  0.10
H -0.57 0.72 -1.61  0.07
H -1.75 0.76 -0.33  0.06
H -0.70 3.11 -2.33  -0.15

The calculation puts the molar mass at 105.2 g mol⁻¹. The value obtained for the HOMO-LUMO gap is 9.18 eV. Its SMILES is CCNCCS.



(B)
# C4H11NS

A cluster of 2 separate species, C4H11NS in total (the ωB97M-V functional and the def2-TZVPD basis, OMol25).

Last column: Löwdin charge in e.
Cartesian coordinates (Å):
C -1.99 0.12 1.73  -0.04
C -2.90 -0.83 1.87  -0.30
N -3.96 -1.23 0.98  0.00
H -2.19 0.91 1.01  0.05
H -1.60 0.47 2.68  0.05
H -3.01 -1.40 2.79  0.09
H -3.83 -0.72 0.11  0.07
H -4.83 -0.88 1.36  0.07
C 2.44 -0.90 -0.98  -0.43
S 2.31 0.81 -0.33  0.71
C 2.91 1.75 -1.73  -0.47
H 3.45 -1.24 -0.74  0.02
H 1.78 -1.62 -0.49  0.03
H 2.23 -1.00 -2.05  0.03
H 3.53 2.59 -1.42  0.03
H 2.18 2.15 -2.45  0.03
H 3.47 1.03 -2.36  0.03

The calculation puts the molar mass at 105.2 g mol⁻¹. The value obtained for the HOMO-LUMO gap is 9.48 eV. Its SMILES is C=CN.CSC.



(C)
# C4H11NS

The molecule C4H11NS (the ωB97M-V functional and the def2-TZVPD basis, OMol25).

Last column: Löwdin charge in e.
Cartesian coordinates (Å):
C -1.68 -1.37 -0.25  -0.14
N -0.48 -1.17 0.64  -0.08
C 0.06 0.16 0.17  -0.47
C 0.51 0.32 -1.29  -0.07
C 1.17 0.56 1.18  -0.52
S 1.54 2.35 1.31  0.70
H -1.34 -1.92 -1.26  0.10
H -2.42 -1.99 0.31  0.07
H -2.09 -0.36 -0.67  0.10
H 0.18 -1.87 0.48  0.07
H -0.78 0.80 0.28  0.09
H 1.56 0.22 -1.53  0.07
H -0.09 -0.28 -1.92  0.04
H 0.45 1.43 -1.49  0.09
H 0.92 0.06 2.10  0.06
H 2.11 0.14 0.89  0.05
H 0.38 2.91 1.05  -0.18

The calculation puts the molar mass at 105.2 g mol⁻¹. The value obtained for the HOMO-LUMO gap is 9.99 eV. Its SMILES is CN[C@H](C)CS.



(A) is the most stable structure; the next one sits 0.504 eV above it.



(A)
# C17H21N3O5S

The molecule C17H21N3O5S (the ωB97M-V functional and the def2-TZVPD basis, OMol25).

Last column: Löwdin charge in e.
Cartesian coordinates (Å):
C 0.01 -1.37 -3.46  -0.04
O -0.67 -0.25 -2.71  -0.20
C -1.94 -0.63 -2.08  -0.09
C -1.65 -0.71 -0.61  -0.46
O -1.99 -1.71 0.02  0.13
O -1.21 0.40 -0.02  0.09
C -0.32 0.27 1.09  -0.18
C 0.86 -0.39 1.12  -0.35
S 1.66 -1.14 -0.28  1.06
C 2.70 0.18 -0.78  -0.40
C 2.07 1.23 -1.44  -0.10
C 2.70 2.31 -2.00  -0.04
C 4.07 2.48 -1.88  -0.07
C 4.77 1.59 -1.10  0.03
C 4.07 0.44 -0.60  -0.15
N 4.78 -0.57 0.05  -0.38
O 5.68 -0.16 0.82  0.04
O 4.58 -1.74 -0.02  0.08
C 1.27 -0.31 2.54  -0.36
C 2.50 -0.92 3.13  -0.03
N 0.40 0.18 3.29  0.16
N -0.50 0.70 2.42  -0.01
C -1.59 1.58 2.92  -0.53
C -1.32 2.11 4.39  -0.03
C -1.70 2.69 1.99  -0.08
C -3.00 0.93 2.89  -0.03
H 1.08 -1.41 -3.05  0.08
H -0.50 -2.30 -3.25  0.08
H 0.10 -1.21 -4.54  0.08
H -2.63 0.11 -2.25  0.10
H -2.44 -1.54 -2.36  0.13
H 1.04 1.17 -1.53  0.07
H 2.00 2.87 -2.60  0.12
H 4.46 3.33 -2.33  0.09
H 5.83 1.82 -0.90  0.14
H 2.94 -1.76 2.54  0.07
H 2.14 -1.50 4.03  0.10
H 3.24 -0.05 3.23  0.11
H -0.94 1.32 5.06  0.07
H -0.53 2.86 4.38  0.07
H -2.16 2.66 4.87  0.09
H -0.69 3.02 1.70  0.11
H -2.24 2.52 1.10  0.07
H -2.14 3.54 2.48  0.09
H -3.26 0.71 1.84  0.08
H -3.76 1.56 3.47  0.12
H -2.90 -0.05 3.29  0.06

The calculation puts the molar mass at 379.4 g mol⁻¹. The value obtained for the HOMO-LUMO gap is 8.45 eV. Its SMILES is COCC(=O)Oc1c(Sc2ccccc2[N+](=O)[O-])c(C)nn1C(C)(C)C.



(B)
# C17H21N3O5S

The molecule C17H21N3O5S (the ωB97M-V functional and the def2-TZVPD basis, OMol25).

Last column: Löwdin charge in e.
Cartesian coordinates (Å):
C 0.45 -4.80 -2.21  -0.09
O -0.35 -3.63 -2.16  -0.15
C 0.24 -2.32 -2.18  -0.13
C 0.61 -1.74 -0.87  -0.43
O 1.74 -2.18 -0.53  0.09
O -0.14 -0.93 -0.15  0.13
C 0.55 -0.19 0.82  -0.21
C 1.40 0.84 0.54  -0.44
S 1.93 1.17 -1.11  1.05
C 0.43 1.91 -1.80  -0.32
C -0.51 2.67 -1.00  -0.05
C -1.66 3.20 -1.50  -0.10
C -1.96 3.00 -2.79  -0.08
C -1.03 2.42 -3.67  -0.01
C 0.14 1.91 -3.23  -0.23
N 1.06 1.36 -4.10  -0.32
O 1.72 2.15 -4.87  0.08
O 1.21 0.12 -4.05  0.08
C 1.87 1.42 1.79  -0.31
C 3.01 2.51 1.61  -0.02
N 1.06 1.09 2.68  0.16
N 0.17 0.10 2.14  0.03
C -0.95 -0.57 2.92  -0.48
C -2.40 -0.12 2.54  -0.04
C -0.84 -0.28 4.46  -0.06
C -0.78 -2.09 2.81  -0.03
H 0.44 -5.22 -1.25  0.07
H 0.03 -5.48 -2.88  0.06
H 1.55 -4.63 -2.36  0.11
H -0.47 -1.67 -2.66  0.12
H 1.02 -2.26 -2.90  0.12
H -0.12 2.72 -0.03  0.09
H -2.36 3.66 -0.84  0.11
H -2.86 3.41 -3.29  0.12
H -1.25 2.18 -4.73  0.15
H 3.91 2.22 1.09  0.06
H 3.25 3.02 2.61  0.10
H 2.60 3.27 1.02  0.03
H -2.47 1.01 2.55  0.11
H -2.65 -0.49 1.52  0.08
H -3.15 -0.67 3.08  0.07
H -1.06 0.74 4.78  0.08
H -1.47 -0.93 5.05  0.07
H 0.14 -0.55 4.87  0.08
H -0.91 -2.52 1.86  0.06
H 0.31 -2.32 2.97  0.12
H -1.47 -2.51 3.46  0.06

The calculation puts the molar mass at 379.4 g mol⁻¹. The value obtained for the HOMO-LUMO gap is 8.01 eV. Its SMILES is COCC(=O)Oc1c(Sc2ccccc2[N+](=O)[O-])c(C)nn1C(C)(C)C.



(A) is the most stable structure; the next one sits 0.937 eV above it.



(A)
# C2H4N2O2

The molecule C2H4N2O2 (the ωB97M-V functional and the def2-TZVPD basis, OMol25).

Last column: Löwdin charge in e.
Cartesian coordinates (Å):
C 2.48 0.90 -0.05  0.00
N 1.29 0.51 0.40  0.05
O 0.60 0.08 -0.82  -0.14
C -0.69 -0.19 -0.68  -0.19
N -1.05 -0.62 0.55  0.00
O -2.41 -0.67 0.62  -0.09
H 3.27 1.13 0.64  0.06
H 2.74 0.68 -1.20  0.13
H -1.24 -0.21 -1.56  0.12
H -2.69 -0.43 1.47  0.06

The calculation puts the molar mass at 88.1 g mol⁻¹. The value obtained for the HOMO-LUMO gap is 9.41 eV. Its SMILES is C=NO/C=N/O.



(B)
# C2H4N2O2

The molecule C2H4N2O2 (the ωB97M-V functional and the def2-TZVPD basis, OMol25).

Last column: Löwdin charge in e.
Cartesian coordinates (Å):
C -1.61 -0.28 -0.02  -0.04
C -0.28 0.39 -0.03  -0.56
O -0.09 1.57 -0.03  0.09
N 0.74 -0.58 -0.11  0.12
N 2.01 -0.14 0.03  -0.11
O 3.27 -0.43 0.02  -0.01
H -1.52 -1.46 -0.20  0.12
H -2.44 0.13 -0.74  0.12
H -2.11 -0.18 0.95  0.08
H 2.04 0.98 0.14  0.20

The calculation puts the molar mass at 88.1 g mol⁻¹. The value obtained for the HOMO-LUMO gap is 9.46 eV. Its SMILES is CC(=O)/N=[NH+]/[O-].



(C)
# C2H4N2O2

A cluster of 2 separate species, C2H4N2O2 in total (the ωB97M-V functional and the def2-TZVPD basis, OMol25).

Last column: Löwdin charge in e.
Cartesian coordinates (Å):
H 1.06 0.79 -0.50  0.03
N 1.81 0.58 0.16  0.09
C 1.74 -0.62 0.57  -0.37
O 0.83 -1.57 0.27  0.01
H 2.48 -1.02 1.26  0.11
H 0.12 -1.16 -0.27  0.05
N -1.50 0.10 -0.72  0.15
C -1.80 0.98 0.08  -0.35
O -1.98 1.82 0.87  0.19
H -2.19 -0.20 -1.39  0.10

The calculation puts the molar mass at 88.1 g mol⁻¹. The value obtained for the HOMO-LUMO gap is 10.69 eV. Its SMILES is [H]/N=C\O.N=C=O.



(C) is the most stable structure; the next one sits 3.958 eV above it.